1.
C5H11N in the gas phase at a distorted geometry. Source: OMol25; level of theory: ωB97M-V/def2-TZVPD.

Results
SMILES = CCN1C[C@H]1C
total energy = -251.781816 a.u.

Each line ends with the Löwdin charge.
Atoms and positions in Å:
H -1.5178 -1.0098 0.9512  0.148
H 1.1731 -2.3397 -0.1939  0.109
H -2.8372 1.1978 0.0990  0.061
H -0.2440 -1.8410 1.1076  0.102
H 1.8867 1.6934 -0.2564  0.074
H 0.6874 0.2765 1.4349  0.132
C -1.8375 1.0779 -0.3160  -0.087
C 0.5784 -1.5781 0.3261  -0.122
H -1.1490 1.7315 0.2333  0.063
N -0.0229 -0.5619 -0.4706  -0.154
H 3.0759 0.5571 0.3908  0.066
C 2.1452 0.6242 -0.1795  -0.058
C -1.4102 -0.4010 -0.1694  -0.270
H -1.8731 1.4732 -1.3512  0.079
H -1.9755 -1.0314 -0.8763  0.110
C 0.9937 -0.1332 0.4674  -0.329
H 2.3268 0.2645 -1.1971  0.076

=====

2.
C5H11N in the gas phase at a distorted geometry. Source: OMol25; level of theory: ωB97M-V/def2-TZVPD.

Results
SMILES = C=CC[C@H](C)N
total energy = -251.809359 a.u.

Each line ends with the Löwdin charge.
Atoms and positions in Å:
C 0.6324 0.9518 1.2221  -0.066
H 0.7011 -1.0382 0.4446  0.118
N 2.1344 0.1865 -0.5064  0.030
H 0.5538 1.9368 0.7397  0.082
H 1.5638 0.9416 1.7999  0.076
C -1.7276 -0.3295 -0.4434  -0.150
C 0.7908 -0.0156 0.0474  -0.497
C -1.8207 -1.3570 0.4262  -0.008
H -2.7171 -1.5199 1.0032  0.047
H -1.1255 -2.1758 0.3602  0.059
H 2.2178 1.1732 -0.7236  0.068
H 2.3589 -0.4035 -1.2897  0.063
H -0.0594 -0.3809 -1.8838  0.111
C -0.3608 0.1146 -0.9498  -0.201
H -2.5829 0.1447 -0.9176  0.095
H -0.1430 0.5974 1.8924  0.070
H -0.4160 1.1739 -1.2214  0.104

=====

3.
A gas-phase ion, C5H11N2 (charge +1) at a distorted geometry. Source: OMol25; level of theory: ωB97M-V/def2-TZVPD.

Results
total charge = +1
SMILES = C=C1C[N@@+]1(C)NC
total energy = -306.203363 a.u.

Each line ends with the Löwdin charge.
Atoms and positions in Å:
H -2.3475 0.0861 -0.9949  0.138
C 0.0209 1.3784 -0.4755  -0.032
H 0.5157 -0.6465 3.1427  0.112
H 1.4202 0.7333 2.4727  0.087
C 0.4613 0.1878 2.4065  -0.073
N 0.2285 -0.4740 1.1008  -0.034
H -1.8819 -1.3550 0.0888  0.179
H 0.3689 1.9296 0.4044  0.105
H -0.2230 0.9664 2.6424  0.071
H -0.9726 1.9356 -0.7519  0.157
C -0.3474 -0.8686 -1.4250  -0.097
H 0.4933 -1.9084 -3.1682  0.108
H 1.5330 -0.7916 -2.1619  0.085
N -0.2300 0.0708 -0.1359  -0.241
C -1.5137 -0.5155 -0.6321  0.012
C 0.5656 -1.2337 -2.3007  0.146
H 0.7531 1.5120 -1.2690  0.109
H 1.1556 -1.0069 1.0569  0.168

=====

4.
2 unconnected molecules or ions with the total composition C5H11N2 at a distorted geometry. Source: OMol25; level of theory: ωB97M-V/def2-TZVPD.

Results
total charge = +1
total energy = -306.163526 a.u.

Each line ends with the Löwdin charge.
Atoms and positions in Å:
H 1.7722 0.6858 -1.4873  0.087
H 0.4753 2.3695 0.7032  0.052
C -0.3894 2.0201 0.2836  -0.070
H 1.1711 0.0431 1.3177  0.174
H 0.6794 1.8802 -2.5063  0.084
C 0.1478 -1.9368 0.3702  -0.058
H 0.4804 0.1045 -2.5877  0.128
N -0.1235 0.9507 -0.6983  -0.148
H 0.2433 -2.4853 2.3456  0.079
H -1.2588 1.7239 0.9126  0.107
H -0.8711 2.8823 -0.3640  0.136
C -0.4537 -2.4256 1.6196  -0.051
H -0.9380 0.4762 -1.0591  0.118
H -1.2271 -3.2971 1.5481  0.182
C 0.7977 1.0013 -1.8888  -0.040
N -0.8570 -1.1182 1.1748  0.088
C 0.3665 -0.6054 0.8687  0.034
H -0.0150 -2.2692 -0.5526  0.097

=====

So what do the calculations give for HOMO? Going down the list: -9.10, -9.15, -14.07, -14.27 eV.
So what do the calculations give for energy relative to the best compared isomer or geometry (same formula, charge and spin)? Going down the list: 2.1963, 1.4469, 4.9011, 5.9851 eV.